C18H30BrN4O2 | the ωB97M-V functional and the def2-TZVPD basis

Output
Multiplicity: 1
Total charge: +3
Kohn-Sham gap (Ha): 0.154
Energy relative to the best compared isomer or geometry (same formula, charge and spin) (eV): 4.277
E_LUMO (eV): -9.01
HOMO (Ha): -0.485

Last columns: bonded neighbours and bond lengths (Å).
Positions of all 55 atoms, in Å:
1 Br 0.03179 -2.18987 -2.12188  no bonds
2 C -5.02493 -3.99648 0.69588  C3 1.510, H9 1.090, H10 1.090, H11 1.090
3 C -5.43300 -2.59036 0.32563  C2 1.510, O4 1.233, N5 1.540
4 O -6.59634 -2.21685 0.49194  C3 1.233
5 N -4.38139 -1.53497 -0.06273  C3 1.540, H6 1.010, H7 1.010, C8 1.579
6 H -4.11648 -1.12110 0.81967  N5 1.010
7 H -3.47892 -1.92095 -0.30074  N5 1.010
8 C -4.79005 -0.43022 -1.11364  N5 1.579, H12 1.090, H13 1.090, H14 1.090
9 H -5.78852 -4.77352 0.66047  C2 1.090
10 H -4.58732 -4.13728 1.68420  C2 1.090
11 H -4.24162 -4.23203 -0.02456  C2 1.090
12 H -5.48865 0.19707 -0.55993  C8 1.090
13 H -5.10350 -0.90939 -2.04113  C8 1.090
14 H -3.85517 0.12912 -1.14901  C8 1.090
15 C 3.35284 -2.80472 -5.92596  C16 1.505, H22 1.090, H23 1.090, H24 1.090
16 C 2.32048 -2.90801 -7.01676  C15 1.505, O17 1.251, N18 1.544
17 O 2.53322 -3.31600 -8.18043  C16 1.251
18 N 0.90452 -2.47078 -6.58314  C16 1.544, H19 1.010, H20 1.010, C21 1.562
19 H 0.59875 -2.85079 -5.69872  N18 1.010
20 H 0.86335 -1.46554 -6.67202  N18 1.010
21 C -0.07862 -3.01533 -7.66818  N18 1.562, H25 1.090, H26 1.090, H27 1.090
22 H 4.31460 -3.16983 -6.28624  C15 1.090
23 H 3.19145 -3.41635 -5.03829  C15 1.090
24 H 3.45414 -1.73910 -5.72033  C15 1.090
25 H -1.09208 -2.70586 -7.41280  C21 1.090
26 H 0.02115 -4.09841 -7.73939  C21 1.090
27 H 0.14999 -2.71470 -8.69066  C21 1.090
28 C 3.87412 -0.08529 6.92467  N29 1.512, H42 1.090, H43 1.090, H44 1.090
29 N 3.03437 0.60271 5.87195  C28 1.512, C30 1.403, C34 1.300
30 C 3.59870 0.52957 4.59007  N29 1.403, C31 1.398, H45 1.080
31 C 2.92825 1.22207 3.57718  C30 1.398, C32 1.411, H46 1.080
32 C 1.75358 1.95655 3.84411  C31 1.411, C33 1.421, C35 1.560
33 C 1.16780 1.94499 5.13825  C32 1.421, C34 1.484, H47 1.080
34 C 1.88946 1.14696 6.15993  N29 1.300, C33 1.484, H48 1.080
35 C 0.99922 2.73594 2.72343  C32 1.560, C36 1.383, C40 1.419
36 C 0.72872 4.08400 2.86962  C35 1.383, C37 1.378, H49 1.080
37 C 0.29544 4.84755 1.80799  C36 1.378, N38 1.355, H50 1.080
38 N 0.09544 4.18242 0.64481  C37 1.355, C39 1.324, C41 1.439
39 C 0.30934 2.89431 0.42586  N38 1.324, C40 1.408, H51 1.080
40 C 0.73794 2.08100 1.49230  C35 1.419, C39 1.408, H52 1.080
41 C -0.59228 4.87962 -0.40943  N38 1.439, H53 1.090, H54 1.090, H55 1.090
42 H 3.79809 -1.15718 6.74199  C28 1.090
43 H 3.58398 0.17342 7.94300  C28 1.090
44 H 4.83136 0.42924 6.84071  C28 1.090
45 H 4.48134 -0.09278 4.59569  C30 1.080
46 H 3.43680 1.28701 2.62662  C31 1.080
47 H 0.31493 2.57891 5.33100  C33 1.080
48 H 1.56613 1.17210 7.19009  C34 1.080
49 H 0.98486 4.60618 3.77962  C36 1.080
50 H -0.07354 5.85783 1.70998  C37 1.080
51 H 0.06673 2.41955 -0.51337  C39 1.080
52 H 0.86454 1.00850 1.50474  C40 1.080
53 H -0.69469 5.94746 -0.21621  C41 1.090
54 H -1.54830 4.36113 -0.48228  C41 1.090
55 H -0.11224 4.78821 -1.38375  C41 1.090

Atom charges from the natural (NBO) analysis, given in e for atoms 1 to 8: number 1, Br, carries -0.99; number 2, C, carries -0.74; number 3, C, carries 0.69; number 4, O, carries -0.42; number 5, N, carries -0.59; number 6, H, carries 0.43; number 7, H, carries 0.45; number 8, C, carries -0.38